# 1
6 unconnected molecules or ions with the total composition C42H61Br2ClF10N4O14PS3 in a non-equilibrium geometry, computed with ωB97M-V with the def2-TZVPD basis set.

Calculated values
E_HOMO = -10.93 eV
Gap between HOMO and LUMO = 0.2323 Ha
Calculated total energy = -11051.24908 Eh
Charge = +1

Element x y z (Å)
Br  0.3147  6.9580  0.2258
Br  -0.1716  7.4802  2.9091
Cl  -0.8443  0.0805  -4.5036
S  2.0529  3.3493  1.0396
S  -1.6288  -1.4424  0.8708
S  -3.1102  1.5068  -2.2373
P  -0.9597  0.0194  -2.3368
F  2.6137  0.1737  2.0406
F  -2.0344  2.5118  1.9642
F  4.1498  1.6069  3.2204
F  2.6406  3.5943  3.6608
F  -3.9246  2.1674  0.6166
F  1.0542  -0.3714  4.3286
F  3.3881  -0.3980  4.8291
F  0.5662  2.5003  3.3212
F  -3.5442  4.1936  1.6473
F  2.1387  1.4752  5.6130
O  0.0237  -4.2182  -2.3770
O  -4.7162  -0.1015  6.1483
O  5.4563  0.5653  -1.4835
O  -3.2121  -5.6369  1.8489
O  6.3879  -1.1211  -0.2511
O  1.2176  -5.8862  -3.3883
O  0.2916  -1.1285  -1.9481
O  -3.1733  -9.9376  -2.7392
O  3.2998  2.5595  0.4610
O  -5.0441  4.0251  -1.9817
O  -0.9905  -9.5359  -3.2913
O  -4.1437  -3.9505  0.6165
O  -6.4749  1.3305  5.8538
O  2.6845  4.7951  1.1906
N  -0.6284  4.0871  0.2471
N  -2.7468  4.7177  -1.0624
N  -0.5512  1.6794  -1.6711
N  0.0851  1.0556  0.7539
C  6.4873  2.9889  -0.5842
C  -2.3373  -9.5016  -3.5133
C  -0.2332  -5.1781  -0.2670
C  3.5911  4.2856  -2.9607
C  -5.4443  0.8181  5.4495
C  0.8483  -5.9332  -0.9975
C  -0.3027  -3.8810  -1.0296
C  -1.9548  3.6529  -0.4347
C  -0.6657  5.3150  1.0066
C  -5.4010  -5.9697  1.0600
C  -1.2904  -8.8558  -5.5021
C  0.7285  -5.3875  -2.3882
C  5.3800  -0.5345  -0.9612
C  1.2932  4.1085  -1.4850
C  5.7511  4.2022  -1.4058
C  -4.1861  4.7109  -1.2375
C  -1.7314  2.6159  -1.6798
C  -3.6066  -6.9572  2.2186
C  -0.2654  5.4448  2.5821
C  -2.8375  3.1214  0.8411
C  2.2425  0.5260  4.4866
C  -2.6306  -8.8145  -4.8125
C  -4.2200  -5.0503  1.1388
C  -0.5597  -0.0748  0.9298
C  0.3500  1.7170  -0.4914
C  4.1990  -1.4539  -1.0400
C  1.9082  2.6429  2.7298
C  4.4880  -2.4359  0.0671
C  2.3302  3.3248  -2.4205
C  -5.1120  -6.9517  2.1671
C  -3.5224  -0.4004  5.4262
C  8.0193  3.4586  -0.1361
C  5.0651  3.5800  -2.7591
C  -2.2332  5.8285  -1.8352
C  -1.3586  5.0378  3.7090
C  5.9934  -2.4414  0.1186
C  -4.9817  5.9824  -0.4687
C  0.5878  3.3631  -0.1596
C  -0.3242  -8.8442  -4.3465
C  -3.8181  -0.0270  3.9971
C  2.7028  1.2340  3.0440
C  -4.7695  1.1328  4.1488
H  -5.2576  6.7615  -1.3123
H  -5.5142  -6.5678  3.1126
H  4.0594  -3.4269  -0.1042
H  -1.7627  5.8139  1.0132
H  5.9476  2.6932  0.4294
H  1.3885  1.2578  -0.8736
H  -2.2642  6.8184  -1.1653
H  -4.2392  2.0846  4.2423
H  -0.0281  -5.0409  0.7980
H  5.6944  3.8608  -3.7248
H  -3.0077  6.0704  -2.7147
H  0.4241  -3.1464  -0.6675
H  -5.9094  5.5930  0.1407
H  1.8425  -5.7001  -0.6064
H  -1.1845  -5.7157  -0.3619
H  4.9391  2.4172  -2.7682
H  -3.3912  -9.3544  -5.3812
H  6.3665  -2.6707  1.1210
H  -1.1938  5.8132  -2.3363
H  -2.9525  -7.7892  -4.6099
H  4.1877  -1.9379  -2.0206
H  -2.9211  0.2153  3.4211
H  -2.7018  0.1890  5.8486
H  1.7706  3.0212  -3.4332
H  -4.2195  6.5580  0.2477
H  -5.4123  -6.4537  0.0794
H  0.3660  4.3728  -2.1742
H  8.7562  3.4942  -1.0551
H  -1.1333  -8.0317  -6.2029
H  4.0858  -2.0520  1.0126
H  -6.3338  -5.4293  1.2364
H  0.6106  -9.3569  -4.5910
H  -4.3288  -0.8576  3.4948
H  -3.2335  -7.1865  3.2210
H  -0.0938  -7.8287  -4.0075
H  0.6675  -7.0104  -0.9797
H  6.5133  1.9840  -1.2267
H  1.8424  5.1049  -1.2256
H  -1.0067  5.5790  4.7166
H  -1.1924  -9.7962  -6.0581
H  6.5788  4.9906  -1.7054
H  4.8933  4.7072  -0.7607
H  -3.1689  -7.6649  1.5067
H  3.2662  -0.9135  -0.8636
H  7.8840  4.5136  0.3758
H  -1.3025  -3.4387  -0.9920
H  -3.2853  -1.4633  5.5295
H  0.9505  -1.1766  -2.7071
H  -5.4908  1.1698  3.3292
H  -1.5651  3.3119  -2.6434
H  0.0409  1.9409  -2.5237
H  -3.7898  2.1652  -3.3121
H  8.3886  2.7187  0.7150
H  -2.4108  5.5533  3.4774
H  3.4729  4.5053  -4.1223
H  -1.4414  3.9104  3.9934
H  0.7936  5.1342  2.9046
H  3.6382  5.3244  -2.4302
H  6.4311  -3.1491  -0.5933
H  2.8313  2.3497  -2.0486
H  -5.5406  -7.9427  1.9958

---

# 2
A molecular structure, C26H23MnN9O7S, computed with ωB97M-V with the def2-TZVPD basis set.

Calculated values
Energy relative to the best compared isomer or geometry (same formula, charge and spin) = 0.0 kcal per mole
E_HOMO (alpha / beta) = -8.36 / -8.36 eV
⟨S²⟩ = 8.754
Gap between HOMO and LUMO (alpha / beta) = 0.2676 / 0.2619 Ha
Calculated total energy = -3573.40368 Eh
2S+1 = 6

Element x y z (Å)
Mn  -0.5388  0.1032  0.0943
S  6.6509  0.8088  -1.5638
O  -2.8980  1.6410  -2.7638
O  -5.8668  1.3030  -3.8579
O  -1.1011  0.8128  -1.7168
O  -6.5941  -1.6578  -1.5902
O  7.1811  2.1356  -1.3562
O  7.5541  -0.1882  -2.0806
O  5.3224  0.7866  -2.1836
N  5.0550  0.5090  0.5556
N  2.9739  -3.3228  -0.6367
N  7.2221  -0.3719  0.8416
N  0.9971  -1.3884  -0.4334
N  -1.8592  1.9369  0.5698
N  -2.3482  -1.1496  0.4711
N  0.5001  0.5159  2.0447
N  -4.9574  -0.5460  -2.7278
N  4.3400  -1.8048  -1.6982
C  1.2795  1.4720  1.5022
C  6.2844  0.2495  0.1292
C  -2.1213  2.5670  1.7150
C  -5.0836  -1.4278  0.7930
C  -3.1647  -1.1938  -0.5900
C  -5.7585  -0.0987  -3.8504
C  5.5978  -0.6096  2.5772
C  -4.5400  -1.2886  -0.4763
C  4.7109  0.0621  1.7560
C  -5.4745  -1.1882  -1.6589
C  -2.9948  3.6379  1.7861
C  -3.6318  4.0556  0.6268
C  2.4847  -0.6363  2.7170
C  -2.4708  2.3447  -0.5470
C  -2.1374  1.5563  -1.8052
C  3.1805  -2.0861  -1.1122
C  0.7884  -2.6449  0.0159
C  6.8756  -0.7773  2.0551
C  2.6525  1.3986  1.4726
C  2.1604  -1.0951  -0.9812
C  -3.3757  3.3913  -0.5612
C  3.2731  0.2903  2.0471
C  1.7908  -3.5819  -0.0966
C  -2.8858  -1.2491  1.6911
C  1.1098  -0.4955  2.6720
C  -4.2435  -1.4174  1.8941
H  5.0355  -2.5313  -1.7368
H  2.9219  -1.5106  3.1802
H  4.6196  -0.8585  -1.9914
H  -4.9781  1.6765  -3.9236
H  -4.6317  -1.5136  2.8981
H  -6.1565  -1.5314  0.8904
H  0.4664  -1.2557  3.0995
H  -3.1720  4.1290  2.7323
H  -4.3235  4.8871  0.6502
H  -2.6821  -1.1294  -1.5581
H  1.6353  -4.5898  0.2720
H  -6.7577  -0.5089  -3.7356
H  0.7567  2.2982  1.0284
H  -2.1992  -1.1826  2.5271
H  2.3316  -0.0873  -1.3416
H  -3.8536  3.6587  -1.4923
H  5.3351  -0.9692  3.5620
H  -5.3126  -0.4639  -4.7786
H  7.6481  -1.2662  2.6393
H  -4.0761  -0.0568  -2.6327
H  -0.1792  -2.8753  0.4387
H  -1.6095  2.1918  2.5935
H  3.2422  2.1309  0.9397

---

# 3
A single C3H6N2S2 molecule in a non-equilibrium geometry, computed with ωB97M-V with the def2-TZVPD basis set.

Calculated values
Energy relative to the best compared isomer or geometry (same formula, charge and spin) = 97.6 kcal per mole
E_HOMO = -8.14 eV
SMILES = C/C=N\S/C=N/S
Gap between HOMO and LUMO = 0.3190 Ha
Calculated total energy = -1023.64735 Eh

Element x y z (Å)
S  -3.0973  0.1536  -0.4134
S  0.7069  1.8778  -0.6081
N  -1.3732  0.4785  -0.2885
N  1.4318  0.4534  -1.2012
C  1.3784  -0.5926  -0.5608
C  1.2383  -0.9128  1.0389
C  -0.9917  1.6106  0.0919
H  0.3904  -1.6836  1.1888
H  1.2992  -0.0209  1.6467
H  -3.1858  -0.9124  -1.0967
H  2.2887  -1.5197  1.3524
H  -1.5735  2.5837  0.1958
H  1.4878  -1.5156  -1.3461